[1]
2 unconnected molecules or ions with the total composition C3H7N3OS2, computed with the ωB97M-V functional and the def2-TZVPD basis.

Results
**ΔE to the lowest compared entry with this formula, charge and spin**: 0.7126 eV
**Structure (SMILES)**: NN=C1SS1.C=CNO
**E**: -31406.965 eV
**E_HOMO**: -7.68 eV
**Charge**: 0

Bonds (Å) are listed after each position.
Geometry (Å):
1 C -2.500 0.098 -0.262  N4 1.237, S8 1.749, S9 1.729
2 C 1.882 -0.125 1.636  C3 1.325, H10 1.086, H11 1.175
3 C 1.809 0.056 0.325  C2 1.325, N5 1.333, H12 1.119
4 N -1.765 -0.540 -1.025  C1 1.237, N6 1.387
5 N 1.581 1.241 -0.241  C3 1.333, O7 1.391, H13 1.012
6 N -1.542 -1.891 -0.805  N4 1.387, H15 0.949, H16 0.956
7 O 1.630 1.480 -1.611  N5 1.391, H14 1.054
8 S -3.469 -0.124 1.177  C1 1.749, S9 2.121
9 S -3.445 1.541 -0.136  C1 1.729, S8 2.121
10 H 2.263 -1.084 1.974  C2 1.086
11 H 1.709 0.717 2.437  C2 1.175
12 H 1.871 -0.829 -0.357  C3 1.119
13 H 1.483 2.036 0.376  N5 1.012
14 H 0.808 2.025 -1.979  O7 1.054
15 H -0.920 -2.158 -1.471  N6 0.949
16 H -1.393 -2.442 -0.038  N6 0.956


[2]
A single C5H7N molecule, computed with the ωB97M-V functional and the def2-TZVPD basis.

Results
**ΔE to the lowest compared entry with this formula, charge and spin**: 3.8322 eV
**Structure (SMILES)**: C1[C@H]2[C@@H]1N1C[C@@H]21
**E**: -6784.680 eV
**E_HOMO**: -8.85 eV
**Charge**: 0

Bonds (Å) are listed after each position.
Geometry (Å):
1 C 0.956 -1.014 -0.457  C2 1.484, C3 1.513, H7 1.087, H8 1.092
2 C 0.838 -0.114 0.717  C1 1.484, C3 1.515, C6 1.537, H9 1.086
3 C 0.738 0.467 -0.679  C1 1.513, C2 1.515, N4 1.501, H10 1.084
4 N -0.564 1.153 -0.385  C3 1.501, C5 1.454, C6 1.484
5 C -1.615 0.183 -0.121  N4 1.454, C6 1.486, H11 1.086, H12 1.091
6 C -0.582 0.438 0.916  C2 1.537, N4 1.484, C5 1.486, H13 1.087
7 H 0.301 -1.855 -0.665  C1 1.087
8 H 2.006 -1.219 -0.678  C1 1.092
9 H 1.586 -0.023 1.500  C2 1.086
10 H 1.402 1.002 -1.348  C3 1.084
11 H -1.702 -0.705 -0.740  C5 1.086
12 H -2.561 0.690 0.073  C5 1.091
13 H -0.843 0.969 1.829  C6 1.087


[3]
A single C3H4O3 molecule, computed with the ωB97M-V functional and the def2-TZVPD basis.

Results
**ΔE to the lowest compared entry with this formula, charge and spin**: 3.5795 eV
**Structure (SMILES)**: O=C1[C@H](O)[C@H]1O
**E**: -9315.121 eV
**E_HOMO**: -9.49 eV
**Charge**: 0

Bonds (Å) are listed after each position.
Geometry (Å):
1 C -0.046 1.129 -0.078  C2 1.438, C3 1.461, O4 1.181
2 C 0.618 -0.069 0.360  C1 1.438, C3 1.543, O5 1.424, H7 1.144
3 C -0.691 -0.126 -0.455  C1 1.461, C2 1.543, O6 1.432, H8 1.066
4 O -0.078 2.308 -0.042  C1 1.181
5 O 1.733 -0.799 -0.141  C2 1.424, H9 0.989
6 O -1.918 -0.638 0.078  C3 1.432, H10 1.014
7 H 0.322 -0.304 1.440  C2 1.144
8 H -0.546 -0.263 -1.502  C3 1.066
9 H 2.286 -0.117 -0.596  O5 0.989
10 H -1.681 -1.121 0.937  O6 1.014